(1)
A cluster of 4 separate species, C34H45BrF8O15SSi in total, computed with ωB97M-V with the def2-TZVPD basis set.

Results
DFT total energy (a.u.): -6511.8785
E_HOMO (eV): -8.8

```
! wB97M-V def2-TZVPD RIJCOSX def2/J DEFGRID3
* xyz 0 1
C 4.03201 4.94134 -0.55322
Si 2.45852 4.01864 -1.00494
C 2.97671 2.21581 -1.23168
C 1.09397 4.22815 0.28019
C 1.38847 3.73345 1.70747
C 1.42029 2.19260 1.74535
C 0.94884 1.56398 3.06740
C 0.25111 0.20059 2.86445
C 1.04691 -1.02646 3.35543
C 1.13819 -2.15814 2.31609
C -0.22506 -2.49245 1.66235
C -0.49222 -2.27386 0.17276
C -1.76588 -3.09375 -0.17471
C -2.95336 -2.96181 0.78772
C -3.43880 -1.56699 1.21207
C -4.21643 -0.77569 0.16658
F -3.47056 0.22358 -0.37062
F -4.64720 -1.56381 -0.85579
C -5.47394 -0.08976 0.74717
F -6.25037 -0.96852 1.41173
F -5.10463 0.87611 1.60647
F -6.20408 0.46739 -0.22307
O -0.72404 -0.89758 -0.24610
S -0.59880 -0.80310 -1.85234
O -1.87455 -0.83010 -2.47298
O 0.31564 0.23682 -2.15327
O 0.05985 -2.26054 -2.06812
C 0.63492 -2.65660 -0.80634
O 1.79076 -1.86484 -0.65415
C 1.08429 -4.10196 -0.78897
C 2.45551 -4.31898 -1.38713
O 3.38512 -4.75511 -0.80694
Br 2.59729 -3.93614 -3.29127
C 1.84370 4.60514 -2.68334
C 2.71748 5.24691 -3.56708
C 2.29775 5.64566 -4.83018
C 0.99090 5.40274 -5.22917
C 0.10101 4.77843 -4.36564
C 0.52784 4.38365 -3.10503
H 4.90004 4.47165 -1.01984
H 3.99534 6.00231 -0.80463
H 4.17357 4.87552 0.52956
H 3.70900 1.92291 -0.47496
H 3.35770 2.03000 -2.23442
H 2.10143 1.57876 -1.07341
H 0.17412 3.76960 -0.09888
H 0.88910 5.30357 0.32996
H 0.60862 4.09221 2.38428
H 2.33874 4.14515 2.04497
H 2.45014 1.86540 1.57291
H 0.82993 1.81365 0.90715
H 1.82650 1.39355 3.69480
H 0.27638 2.23993 3.59804
H -0.70045 0.23300 3.40584
H -0.02835 0.07074 1.81557
H 2.06880 -0.70561 3.57449
H 0.64429 -1.42321 4.28910
H 1.92877 -1.92349 1.61032
H 1.47538 -3.06015 2.83301
H -0.41563 -3.55597 1.81552
H -0.99180 -1.96710 2.23017
H -2.11106 -2.89592 -1.18577
H -1.47402 -4.14822 -0.15122
H -2.77500 -3.51459 1.71152
H -3.80070 -3.44869 0.30384
H -2.64064 -0.91547 1.56822
H -4.10784 -1.70974 2.06350
H 1.63893 -1.12299 -0.05898
H 0.40017 -4.71451 -1.38054
H 1.15218 -4.44946 0.24015
H 3.74279 5.43078 -3.26467
H 2.99665 6.13334 -5.49877
H 0.66074 5.69772 -6.21769
H -0.91999 4.58062 -4.66544
H -0.16174 3.88774 -2.43092
C -5.79325 -5.12963 1.90410
C -6.61674 -4.77751 3.12467
O -6.17442 -5.73405 4.06854
C -4.89807 -6.08864 3.74413
O -4.15451 -6.67101 4.45213
O -4.60248 -5.65837 2.48993
F -7.94371 -4.92913 2.91380
H -6.28594 -5.89982 1.30921
H -5.56505 -4.27311 1.27683
H -6.43763 -3.77634 3.52188
C 5.05347 7.66728 3.86760
C 4.86403 8.84428 2.93289
O 4.18076 8.25546 1.84365
C 3.48908 7.18003 2.31216
O 2.64106 6.60992 1.71828
O 3.91648 6.85750 3.55691
F 6.04019 9.35668 2.50303
H 5.96751 7.12437 3.62318
H 5.05367 7.93674 4.91957
H 4.25614 9.65471 3.33882
C 0.14356 -6.51518 -5.64223
C -1.23594 -7.13203 -5.54293
O -1.29596 -7.51566 -4.17929
C -0.47194 -6.69095 -3.48126
O -0.47780 -6.57379 -2.29997
O 0.33570 -6.00991 -4.31733
F -1.37259 -8.22715 -6.32397
H 0.89684 -7.27490 -5.85438
H 0.21560 -5.71222 -6.36972
H -2.05728 -6.44535 -5.75414
*
```

***

(2)
A structure of composition C34H45N7O2RuS3, computed with ωB97M-V with the def2-TZVPD basis set.

Results
ΔE to the lowest compared entry with this formula, charge and spin (eV): 1.7219
DFT total energy (a.u.): -3145.6167
<S²>: 8.767
E_HOMO (spin up / spin down) (eV): -10.3 / -10.3

```
! wB97M-V def2-TZVPD RIJCOSX def2/J DEFGRID3
* xyz 1 6
Ru 0.25410 0.43940 0.39630
C 1.47540 -2.17260 0.19740
C 0.47730 -2.32720 1.19010
C 0.95120 -1.57510 2.35990
C 2.21810 -1.05570 2.02130
C 2.58570 -1.46000 0.71940
C 3.95530 -1.40630 0.10870
C 3.87180 -0.76720 -1.28090
C 4.91130 -0.57860 0.96430
C 4.48780 -2.84500 -0.00730
C 0.34850 -1.27390 3.71810
C 1.32940 -0.46650 4.58560
C 0.00360 -2.53400 4.52430
C -0.88890 -0.37940 3.50820
C -0.61050 -3.36440 0.98590
C -0.13540 -4.67400 1.64670
C -1.98790 -2.96720 1.52750
C -0.80450 -3.64380 -0.51700
H 1.48180 -2.66700 -0.75590
H 2.85780 -0.49720 2.67580
H 3.47790 0.24120 -1.15410
H 3.23000 -1.34970 -1.93690
H 4.86110 -0.70140 -1.72760
H 4.53320 0.43560 1.05970
H 5.89050 -0.53800 0.49560
H 5.03210 -1.01850 1.94930
H 3.85770 -3.44280 -0.65790
H 4.52070 -3.32160 0.96910
H 5.49140 -2.83620 -0.42450
H 2.25620 -1.01330 4.74170
H 0.87910 -0.28870 5.56040
H 1.54510 0.50380 4.14410
H 0.89140 -3.15230 4.64470
H -0.77810 -3.12660 4.06550
H -0.34180 -2.24260 5.51320
H -0.64880 0.38290 2.73850
H -1.12360 0.14780 4.43050
H -1.75000 -0.96480 3.20790
H 0.01950 -4.54980 2.71170
H 0.80670 -5.00120 1.21340
H -0.87630 -5.45550 1.49200
H -2.01130 -2.91580 2.60890
H -2.71790 -3.71530 1.22410
H -2.28120 -2.00530 1.11060
H 0.04610 -4.16730 -0.94810
H -0.96480 -2.71330 -1.06260
H -1.67720 -4.27950 -0.65430
N -3.52220 0.52460 1.73150
C -3.39800 0.43010 0.39750
N -2.30540 0.11360 -0.23780
C -2.52920 -0.02150 -1.58670
C -3.81650 0.19870 -1.97220
S -4.80780 0.60500 -0.62790
C -1.46360 -0.34140 -2.52060
C -1.66240 -0.93890 -3.72580
S -0.19850 -1.01280 -4.63380
C 0.60100 -0.17970 -3.32120
N -0.16280 0.05150 -2.28570
N 1.85280 0.28230 -3.45820
H -2.66420 0.62370 2.25720
H -4.34410 0.97800 2.09780
H -4.23210 0.15380 -2.95530
H -2.56610 -1.33820 -4.13320
H 2.41550 -0.03090 -4.23010
H 2.33070 0.63300 -2.63980
O 0.37220 3.06710 4.05360
C 1.26430 2.95250 3.25180
C 2.62980 3.65690 3.34300
C 3.34530 3.26220 2.05850
C 2.33610 2.35000 1.38260
O 2.47360 1.80810 0.27440
N 1.23810 2.19140 2.12080
H 3.14090 3.30650 4.24050
H 2.46690 4.72960 3.44300
H 4.28160 2.72800 2.23020
H 3.56480 4.11260 1.41350
N 0.31690 2.91600 -1.85580
C -0.22770 3.53270 -0.80770
N -0.81680 2.91680 0.17300
C -1.27300 3.79740 1.12210
C -1.93300 3.48930 2.30600
C -2.32910 4.50000 3.15640
C -2.07010 5.83320 2.85240
C -1.40540 6.17220 1.68800
C -1.01560 5.15550 0.83730
S -0.19460 5.29320 -0.69750
H 0.23940 1.90040 -1.90040
H 0.75460 3.44130 -2.58970
H -2.11180 2.45750 2.54930
H -2.82960 4.25690 4.08050
H -2.37950 6.60890 3.53510
H -1.20380 7.20260 1.44160
*
```